# 1
Entry from the OMol25 dataset: a structure of composition C49H56BN9O2RbS3Sb in a non-equilibrium geometry (the ωB97M-V functional and the def2-TZVPD basis).

XYZ file:
```
122
Properties=species:S:1:pos:R:3:mulliken_charge:R:1
Rb 14.65354 11.73501 15.09768 0.80
B 16.57937 8.70338 17.83406 0.30
N 15.82128 9.83844 18.43868 0.05
C 15.56435 10.00313 19.83620 0.04
C 14.90122 11.11825 20.05460 -1.35
C 14.89246 11.78004 18.81769 -0.81
N 15.39990 10.90830 17.81181 -0.10
N 18.02193 9.20322 17.36946 0.51
C 18.99108 8.37142 16.79627 -0.51
C 20.22046 8.93900 16.90379 -0.56
C 19.99530 10.13950 17.65432 -0.24
N 18.69211 10.23047 17.92183 -0.69
H 16.71971 7.87681 18.70591 -0.22
H 16.03505 8.28602 16.83925 -0.19
H 15.97320 9.05641 20.46573 0.22
H 14.66089 11.66795 21.04792 0.21
H 14.50187 12.69418 18.38068 1.34
H 18.77650 7.41368 16.38327 0.43
H 21.17000 8.64333 16.47864 0.34
H 20.70414 10.91038 17.99332 0.37
N 12.14106 12.80998 14.05028 -0.92
S 10.85148 13.36810 14.51777 1.63
N 10.57640 15.00543 14.92179 -0.38
S 10.92877 15.71538 16.13769 0.73
N 12.10430 15.46396 16.95821 0.08
S 13.77256 15.50915 16.80129 1.29
N 14.65089 14.41219 16.35466 -0.90
C 14.40766 17.01331 16.11899 0.28
C 14.96369 16.77973 14.85688 -0.62
C 15.30103 17.78254 13.95771 -0.90
C 15.22589 19.10714 14.44472 -0.55
C 14.41511 19.37826 15.66661 -0.51
C 14.14928 18.35953 16.56783 -0.48
C 14.16632 15.55920 18.52026 0.43
C 15.35696 14.99972 19.01088 0.02
C 15.45573 14.93455 20.47441 -0.34
C 14.59022 15.42795 21.41242 -0.40
C 13.38700 16.18546 20.86654 -0.70
C 13.38529 16.39317 19.45015 -0.10
C 11.03740 17.50359 15.33203 0.83
C 11.05751 18.61024 16.29095 -0.41
C 11.06636 19.86663 15.68865 -0.19
C 11.06081 20.06189 14.32755 -0.41
C 11.34271 18.90238 13.55518 -0.40
C 11.40732 17.52759 13.99532 -1.25
C 9.54529 15.36957 17.38123 0.72
C 8.18072 15.64537 17.01732 -0.43
C 7.24974 15.63127 18.08979 -0.57
C 7.60023 15.33065 19.31862 -0.12
C 8.85183 15.17622 19.75398 -0.70
C 9.89074 15.35966 18.67412 0.24
C 10.29665 12.54779 16.11419 0.01
C 9.09382 12.12440 16.54083 0.04
C 9.06474 11.32273 17.71082 -0.65
C 10.07562 10.93472 18.31093 -0.43
C 11.43424 11.31430 17.95472 0.31
C 11.64078 12.08950 16.83392 0.41
C 9.48710 13.07853 13.47171 0.08
C 9.71427 12.03402 12.50946 -0.78
C 8.61974 11.70651 11.62856 -0.65
C 7.42691 12.42795 11.71576 -0.36
C 7.25530 13.34884 12.71666 -0.63
C 8.24747 13.78389 13.53293 -0.09
H 15.12187 15.84473 14.40575 0.67
H 15.59511 17.93095 12.89042 0.33
H 15.39353 20.13908 14.18598 0.35
H 14.26070 20.40646 15.95442 0.44
H 13.61020 18.57038 17.42026 0.67
H 16.22030 14.15446 18.81469 0.35
H 16.54029 14.50482 21.41074 0.07
H 14.36397 15.52103 22.69652 0.13
H 12.60474 16.67635 21.39922 0.46
H 12.52651 17.00266 18.91594 -0.10
H 10.98512 18.43764 17.52337 0.10
H 10.82064 20.85273 16.45467 0.13
H 10.52534 21.10684 13.75458 0.18
H 11.45858 18.99961 12.42336 0.31
H 11.26150 16.82328 13.35812 0.93
H 7.83951 16.00635 15.99176 0.26
H 5.99342 15.51995 17.63653 0.15
H 6.65273 14.97024 20.09859 0.12
H 9.20541 14.91337 20.82379 0.33
H 10.94908 15.62148 18.84218 -0.20
H 8.34934 12.49523 15.95043 0.82
H 7.85391 10.86804 17.98234 0.15
H 10.24912 9.86101 18.95998 0.13
H 12.34725 10.85029 18.50210 0.02
H 12.51723 12.28200 16.33898 -1.04
H 10.62880 11.53156 12.33145 0.67
H 8.87264 11.04751 10.84640 0.39
H 6.66229 12.27169 10.93768 0.35
H 6.42076 14.01153 12.61682 0.31
H 8.09805 14.50712 14.32388 0.21
O 2.62685 7.37214 16.75901 -1.13
O 15.68575 15.90234 7.47338 -0.67
H 16.00679 15.01675 7.75241 0.37
H 14.71642 15.78668 7.52930 0.33
C 14.42061 11.76936 6.92567 -1.11
C 14.92245 12.09710 8.34588 -0.78
Sb 13.78059 11.04476 9.76719 0.43
C 14.71630 9.08844 9.45690 -0.96
C 14.05275 8.13653 10.47487 -1.11
C 11.99074 10.87207 8.62279 -0.38
C 11.64447 9.81292 7.58963 -1.07
H 13.42685 12.13761 6.72883 0.41
H 14.38750 10.68438 6.75463 0.20
H 15.04960 12.25441 6.19994 0.42
H 14.87547 13.11145 8.70396 0.20
H 16.02397 11.97211 8.41957 0.37
H 15.72612 9.14873 9.71606 0.51
H 14.58856 8.80576 8.44272 0.41
H 14.28242 8.39950 11.49796 0.25
H 14.38810 7.13285 10.37864 0.37
H 12.95716 8.11320 10.30933 0.28
H 11.23463 10.76789 9.38887 -0.24
H 2.12395 7.09902 15.98452 0.13
H 12.37835 9.78253 6.87198 0.33
H 10.70506 10.01444 7.00927 0.32
H 11.51161 8.77280 7.94318 0.22
N 19.11955 13.60466 13.52219 -0.13
C 19.95491 12.79475 13.42221 -0.11
H 18.50720 14.22534 13.98280 0.25
```

## Properties
- Total charge: -2
- 2S+1: 1
- Frontier orbital gap: 2.87 eV
- LUMO level: 1.955 eV
- Energy relative to the best compared isomer or geometry (same formula, charge and spin): 397.92 kcal per mole

=====

# 2
Entry from the OMol25 dataset: a structure of composition C4H3MgN5O3 in a non-equilibrium geometry (the ωB97M-V functional and the def2-TZVPD basis).

XYZ file:
```
16
Properties=species:S:1:pos:R:3:mulliken_charge:R:1
O 0.00198 2.05860 -3.14819 -0.07
C -0.00829 1.55238 -2.11685 0.35
Mg -0.02039 0.45360 -0.07390 0.68
C 1.79316 -0.76323 -0.64281 0.33
C -1.82361 -0.76613 -0.60292 0.36
O 2.73499 -1.39356 -0.86803 -0.10
O -2.76135 -1.39175 -0.83724 -0.10
N -1.19862 -0.30719 5.20703 -0.54
N -0.47659 -0.05889 4.05799 1.14
N 0.67046 0.64086 4.14730 -0.62
C 0.96525 0.84163 2.86146 -0.10
N 0.02579 0.34420 2.03072 0.13
N -0.92599 -0.22841 2.80416 -0.43
H -2.03864 -0.86433 5.15182 0.27
H -0.74974 -0.04356 6.08135 0.31
H 1.87998 1.34546 2.56401 0.38
```

## Properties
- Total charge: +2
- 2S+1: 1
- Frontier orbital gap: 7.73 eV
- LUMO level: -9.096 eV

=====

# 3
Entry from the OMol25 dataset: a structure of composition C40H62Br6N7O11 in a non-equilibrium geometry (the ωB97M-V functional and the def2-TZVPD basis).

XYZ file:
```
126
Properties=species:S:1:pos:R:3:mulliken_charge:R:1
C 1.47425 -0.37034 -4.99698 -1.27
C 1.46095 -1.26188 -3.82554 0.10
C 0.81380 -0.56532 -2.62203 1.31
C 0.48822 -1.46839 -1.36720 -0.17
N -0.17815 -0.76395 -0.16257 1.58
C -0.05089 -1.63033 1.19032 2.16
C -1.18016 -2.66479 0.85923 -2.36
C -2.32185 -2.01897 0.15479 -1.07
C -1.74378 -0.65652 -0.32107 0.57
C 0.39507 0.61455 0.13335 1.08
C 1.96594 0.83708 0.42241 1.20
C 2.32290 2.18958 1.06145 -1.72
H 0.48486 0.04634 -5.18561 0.37
H 1.94114 -0.92870 -5.80838 0.59
H 2.15029 0.47152 -4.84752 -0.72
H 2.53545 -1.40037 -3.70559 -0.55
H 1.16010 -2.26598 -4.12450 0.00
H -0.17002 -0.25869 -2.97726 0.14
H 1.45359 0.31607 -2.57808 -1.17
H 1.26705 -2.17086 -1.07043 -0.11
H -0.18604 -2.32119 -1.44604 0.67
H -0.31622 -1.02041 2.05385 -0.29
H 0.91110 -2.12246 1.33347 -0.25
H -1.45826 -3.28130 1.71404 0.53
H -0.62934 -3.48197 0.39352 -0.03
H -3.14447 -1.94982 0.86655 0.41
H -2.55688 -2.67789 -0.68109 0.43
H -2.07049 0.13901 0.34864 -0.62
H -1.94952 -0.25169 -1.31197 0.48
H -0.00618 0.84907 1.11930 0.13
H 0.13793 1.26535 -0.70237 -0.55
H 2.48219 0.74464 -0.53314 -1.07
H 2.39378 0.05124 1.04491 -0.68
H 1.94257 3.01739 0.46297 0.23
H 3.33903 2.45715 1.35125 0.49
H 1.82314 2.26405 2.02726 0.25
C 4.22376 -1.88380 -1.58539 -0.42
Br 4.02134 -3.27667 -3.04745 -0.18
Br 3.15111 -2.47186 -0.01646 0.36
Br 3.49611 -0.19488 -2.17798 0.01
H 5.27733 -1.73152 -1.35110 0.80
C 3.00223 2.38740 -4.65692 -0.55
Br 4.35355 1.28164 -3.84903 -0.17
Br 1.31271 2.37180 -3.57717 0.46
Br 2.66235 2.26196 -6.49441 0.01
H 3.27033 3.43797 -4.54509 0.55
C -3.22781 4.20577 0.17432 -1.12
C -2.60192 2.98533 0.24892 0.99
C -2.63807 2.25776 1.32557 0.25
C -3.15894 2.81953 2.46082 -0.54
C -3.68566 4.12794 2.52460 -1.37
C -3.77495 4.78597 1.36060 0.38
O -4.51280 5.94210 1.29361 -0.59
O -2.21015 0.94848 1.28874 -0.28
H -3.31074 4.75911 -0.74945 0.43
H -2.09552 2.49837 -0.57135 -0.18
H -3.44522 2.15040 3.25876 0.42
H -4.06935 4.48013 3.47072 0.46
H -5.21060 5.81608 0.64645 0.32
H -1.90007 0.57383 2.11643 1.60
C 4.21633 0.52954 3.23851 -1.09
C 3.30581 -0.31758 2.58689 0.42
C 1.93245 -0.32699 2.93453 1.47
C 1.55031 0.46218 3.99864 0.48
C 2.48277 1.20309 4.85627 -1.20
C 3.81312 1.25998 4.28557 0.37
O 4.77443 1.93141 4.97200 -0.54
O 1.07209 -1.22412 2.51776 0.99
H 5.26620 0.50997 2.98597 0.48
H 3.60512 -1.03921 1.84121 -0.19
H 0.50242 0.53631 4.24931 -0.92
H 2.18784 1.96588 5.56165 0.30
H 4.45518 2.72279 5.41176 0.34
H 1.22583 -2.12312 2.81738 -1.49
C -0.82759 -0.49297 4.01946 0.37
C -0.56400 -1.80771 4.40164 -0.69
C -1.47216 -2.75433 3.88366 -0.38
C -2.39718 -2.48792 2.84101 -0.94
C -2.58911 -1.14274 2.49048 -1.44
C -1.85422 -0.15048 3.22477 -0.85
O -2.11118 1.14364 3.12896 -0.61
O -1.23999 -4.07451 4.21925 -0.55
H -0.15198 0.29974 4.30507 -0.06
H 0.23047 -2.17753 5.03288 0.77
H -2.94315 -3.23470 2.28365 0.84
H -3.23406 -0.71986 1.73443 1.40
H -1.82561 1.61892 3.91265 0.74
H -1.29790 -4.18296 5.17135 0.49
C -0.46744 3.60268 -1.48094 0.86
C -0.14819 4.94351 -1.63683 -0.68
C -0.91538 5.63491 -2.66304 0.14
C -1.89004 4.96754 -3.36461 -1.36
C -2.09430 3.56501 -3.16872 -0.84
C -1.42156 2.93990 -2.21589 0.58
O -1.76719 1.65595 -1.90175 0.20
O -0.69542 6.92101 -2.84172 -0.59
H 0.03845 2.89363 -0.84241 0.60
H 0.73961 5.21071 -1.08292 0.47
H -2.50093 5.50261 -4.07660 0.43
H -2.89626 2.97811 -3.59159 0.36
H -2.23173 1.16553 -2.58387 0.23
H 0.21009 7.23256 -2.77410 0.34
C -2.90745 -0.25477 -3.06229 -0.47
O -2.14600 0.64783 -3.39545 -0.43
N -4.07485 -0.13328 -2.55289 -0.09
N -2.53236 -1.51874 -3.08242 -0.29
H -4.58674 -0.97269 -2.32171 0.24
H -4.45588 0.80000 -2.61553 0.23
H -1.65594 -1.67713 -3.55877 0.17
H -3.07460 -2.28689 -2.71361 0.22
C 1.34032 -4.07436 1.62147 0.97
O 2.12331 -3.44776 0.92432 -0.51
N 0.38648 -4.88424 1.19409 -0.26
N 1.23481 -3.82092 2.94132 -0.30
H -0.05961 -5.46624 1.88863 0.29
H 0.17104 -5.14581 0.24264 0.25
H 1.78295 -3.13469 3.44004 0.15
H 0.43844 -4.11364 3.48924 0.38
C 1.00370 -4.16900 -2.08876 0.13
O -0.11309 -3.84350 -1.78087 -0.75
N 2.01678 -4.23312 -1.24656 -0.70
N 1.41506 -4.77624 -3.16571 -0.23
H 2.94658 -4.50573 -1.53165 0.39
H 1.84636 -4.00122 -0.27843 0.05
H 2.13685 -5.43662 -2.91470 0.29
H 0.78178 -4.95571 -3.93178 0.29
```

## Properties
- Total charge: +1
- 2S+1: 1
- Frontier orbital gap: 6.85 eV
- LUMO level: -2.193 eV